A 2-piece molecular cluster, C3H15NSi3 overall in a non-equilibrium geometry, computed with ωB97M-V with the def2-TZVPD basis set.

Cartesian coordinates (Å):
C -2.80639 0.58365 0.72133
C -2.50194 -0.95909 0.63807
C -1.06902 -1.32938 0.82643
N -0.73698 -0.60958 -2.12142
Si 4.96817 -0.12260 0.46438
Si 0.96371 1.47002 -0.45978
Si 0.04238 -0.59458 -0.58402
H -1.83652 1.23051 0.75362
H -3.44637 0.86025 -0.07626
H -3.40966 0.73339 1.56865
H -3.09251 -1.59070 1.33877
H -2.79552 -1.24427 -0.28408
H -0.91480 -2.33194 0.91812
H -0.67256 -0.87453 1.75862
H -0.02389 -0.39207 -2.83717
H -1.35572 -1.30244 -2.34323
H 6.31419 -0.08690 1.13646
H 3.74150 0.36896 1.04250
H 5.24862 0.07793 -1.00385
H 1.36968 1.86655 -1.74719
H -0.09815 2.55665 -0.21224
H 2.11178 1.69017 0.50229

Output
Electronic energy = -28472.67562 eV
Frontier orbital gap (alpha / beta) = 7.24 / 5.97 eV
2S+1 = 1
E_HOMO (alpha / beta) = -0.274 / -0.239 Eh
LUMO (alpha / beta) = -0.22 / -0.53 eV

A 5-piece molecular cluster, C3H15O4S overall in a non-equilibrium geometry, computed with ωB97M-V with the def2-TZVPD basis set.

Cartesian coordinates (Å):
C 1.31372 0.03479 -2.32144
C 0.22138 1.04316 -1.89056
C 0.59631 1.82422 -0.60420
S -0.57766 1.54692 0.78150
H 2.06730 0.51298 -2.95215
H 0.83614 -0.78206 -2.85976
H 1.81490 -0.34571 -1.43536
H 0.07638 1.77278 -2.69763
H -0.72636 0.51038 -1.80086
H 0.59035 2.87896 -0.88221
H 1.52862 1.44318 -0.19807
H 1.69340 -0.79845 2.83123
H 1.19208 0.59015 2.41420
O 2.00261 0.10446 2.65697
H 1.36385 -1.57669 0.78719
H 0.01956 -2.12597 0.87561
O 0.92002 -2.43336 0.68172
H -2.44966 -1.68667 1.63057
H -1.62233 -0.56316 2.19787
O -1.83248 -1.49738 2.36249
H -2.57198 -0.12497 -0.48239
H -3.26763 0.20765 0.76143
O -3.18851 -0.53521 0.14386

Output
Total charge = -1
Electronic energy = -22381.41974 eV
Frontier orbital gap = 7.17 eV
2S+1 = 1
E_HOMO = -0.130 Eh
LUMO = 3.64 eV

A 4-piece molecular cluster, C3H16N2O3 overall in a non-equilibrium geometry, computed with ωB97M-V with the def2-TZVPD basis set.

Cartesian coordinates (Å):
N -1.82735 0.37977 1.16668
C -1.48638 1.30233 0.14489
C -0.35650 0.56900 -0.83031
C 0.26852 1.54111 -1.83144
N 1.50074 2.09971 -1.25451
H -2.44769 0.58228 1.92748
H -0.92088 0.02854 1.58988
H -2.43651 1.45065 -0.48066
H -1.10740 2.26727 0.54513
H -0.76121 -0.26056 -1.24827
H 0.29125 0.16716 -0.08991
H 0.30351 0.91434 -2.77086
H -0.51823 2.27277 -1.91956
H 1.62319 3.13607 -1.40206
H 2.27359 1.68262 -1.59142
H -1.74950 -1.75155 0.46717
H -2.06048 -2.44630 -0.69840
O -1.36829 -2.28026 -0.26050
H 1.86193 -0.62129 1.88407
H 1.30348 0.56707 1.09213
O 1.42202 0.24510 2.03797
H 0.77050 -3.21883 0.75444
H 1.51849 -2.80928 -0.47067
O 1.66982 -2.93884 0.48846

Output
Electronic energy = -12491.60311 eV
Frontier orbital gap = 9.91 eV
SMILES = NCCCN.O.O.O
2S+1 = 1
E_HOMO = -0.337 Eh
LUMO = 0.74 eV

Copy entry 2 word for word.
A 5-piece molecular cluster, C3H15O4S overall in a non-equilibrium geometry, computed with ωB97M-V with the def2-TZVPD basis set.

Cartesian coordinates (Å):
C 1.31372 0.03479 -2.32144
C 0.22138 1.04316 -1.89056
C 0.59631 1.82422 -0.60420
S -0.57766 1.54692 0.78150
H 2.06730 0.51298 -2.95215
H 0.83614 -0.78206 -2.85976
H 1.81490 -0.34571 -1.43536
H 0.07638 1.77278 -2.69763
H -0.72636 0.51038 -1.80086
H 0.59035 2.87896 -0.88221
H 1.52862 1.44318 -0.19807
H 1.69340 -0.79845 2.83123
H 1.19208 0.59015 2.41420
O 2.00261 0.10446 2.65697
H 1.36385 -1.57669 0.78719
H 0.01956 -2.12597 0.87561
O 0.92002 -2.43336 0.68172
H -2.44966 -1.68667 1.63057
H -1.62233 -0.56316 2.19787
O -1.83248 -1.49738 2.36249
H -2.57198 -0.12497 -0.48239
H -3.26763 0.20765 0.76143
O -3.18851 -0.53521 0.14386

Output
Total charge = -1
Electronic energy = -22381.41974 eV
Frontier orbital gap = 7.17 eV
2S+1 = 1
E_HOMO = -0.130 Eh
LUMO = 3.64 eV

What is the formula in the second record? C3H15O4S

The lowest electronic energy belongs to which entry? C3H15NSi3